Density functional theory data (wB97M-V/def2-TZVPD) for C47H51BN9S5V as an isolated structure at a distorted geometry.

The orbital gap (spin up / spin down) comes out at 4.82 / 4.65 eV. The calculation puts the highest occupied orbital energy (spin up / spin down) at -0.315 / -0.315 Eh. As for the LUMO energy (spin up / spin down): -0.1380 / -0.1445 Eh. The total charge is +1. As for the spin multiplicity: 2.

Geometry as XYZ:
```
114
Properties=species:S:1:pos:R:3:forces:R:3
V 11.679 16.427 10.140 2.34 0.19 1.39
C 16.986 19.330 16.032 0.63 1.77 -0.66
C 16.427 19.477 14.602 0.19 0.88 -0.15
C 16.420 20.988 14.199 -0.09 0.65 0.88
C 17.291 18.718 13.598 -0.90 -0.27 -0.26
N 15.009 18.977 14.508 0.96 1.49 0.57
C 13.910 19.834 14.464 0.73 0.66 -0.52
C 12.826 19.059 14.496 -0.21 1.43 0.65
N 13.206 17.778 14.665 1.15 -2.78 -0.36
B 12.214 16.573 14.798 0.18 0.35 2.28
N 10.805 17.069 14.314 -1.17 0.14 -1.98
C 9.618 16.588 14.802 -0.75 -0.66 1.36
C 8.559 17.297 14.322 1.06 0.41 0.12
N 9.146 18.313 13.545 -1.18 0.12 -1.91
C 10.433 17.985 13.310 0.56 -1.97 2.18
S 11.416 18.196 11.944 0.48 1.19 -1.02
C 8.338 19.457 12.874 0.03 -0.05 0.41
C 7.167 19.750 13.848 0.92 0.37 -0.88
C 9.274 20.715 12.782 -1.30 -0.43 -0.39
C 7.773 18.970 11.537 0.41 0.26 -0.34
N 12.682 15.133 14.290 -0.50 -0.99 -0.32
C 13.376 14.306 15.191 -0.50 3.26 1.04
C 13.560 13.142 14.629 1.67 -2.61 0.09
N 12.985 13.135 13.370 -0.55 0.32 0.68
C 12.400 14.337 13.186 1.82 1.22 2.48
S 11.435 14.706 11.893 -1.78 0.53 -2.22
C 12.947 11.961 12.469 0.39 0.37 0.06
C 11.517 11.462 12.237 -0.47 1.32 0.33
C 13.744 12.383 11.221 -0.74 -0.36 -1.98
C 13.697 10.837 13.134 -0.54 0.44 1.89
C 14.615 17.715 14.767 -1.68 0.70 -0.31
S 15.655 16.502 15.273 -0.50 -0.89 -0.09
H 17.923 19.970 16.087 -1.19 -0.52 0.11
H 17.294 18.336 16.200 0.16 -1.10 0.40
H 16.241 19.641 16.777 0.33 0.00 -0.13
H 17.432 21.444 13.950 -1.11 -1.04 0.42
H 15.996 21.606 15.066 0.48 -0.71 -1.28
H 15.775 21.087 13.315 0.31 0.29 0.19
H 18.284 19.148 13.659 0.38 -0.37 0.07
H 16.917 18.921 12.568 0.17 -0.33 0.58
H 17.202 17.636 13.871 0.63 0.95 -0.62
H 13.995 20.918 14.379 -0.08 -0.73 0.04
H 11.827 19.446 14.553 -0.14 -0.34 -0.07
H 12.108 16.452 16.108 -0.17 -0.26 -1.81
H 9.560 15.782 15.549 0.29 0.55 -0.59
H 7.485 17.139 14.395 0.57 0.35 0.31
H 7.643 19.783 14.805 -0.23 0.06 0.98
H 6.404 18.970 13.793 0.01 0.35 0.13
H 6.774 20.757 13.634 -0.13 -0.56 -0.02
H 9.622 20.963 13.777 0.03 0.13 0.27
H 8.683 21.588 12.380 0.70 -0.98 0.29
H 10.142 20.487 12.169 -0.08 0.23 -0.20
H 6.852 18.430 11.646 -0.22 -0.92 0.51
H 8.529 18.363 11.039 -0.12 0.02 -0.31
H 7.406 19.753 10.871 0.69 0.51 0.09
H 13.726 14.729 16.156 -0.36 -0.60 -1.09
H 14.251 12.372 15.020 -1.02 0.45 -0.51
H 11.039 12.268 11.641 -0.28 -1.05 0.27
H 10.964 11.308 13.200 0.57 0.39 -0.72
H 11.525 10.496 11.755 0.06 -0.12 -0.50
H 13.293 13.171 10.509 0.41 -1.19 1.46
H 13.911 11.465 10.614 -0.12 0.54 0.20
H 14.729 12.735 11.497 0.21 0.17 0.24
H 13.202 10.471 14.058 0.06 0.38 -0.47
H 14.698 11.089 13.418 0.73 0.10 -0.15
H 13.682 10.034 12.477 0.29 -1.54 -1.28
S 9.584 22.926 7.778 0.23 -1.11 1.19
C 10.360 24.038 8.839 1.31 -1.06 0.10
C 11.381 23.470 9.584 -0.02 -0.12 -0.61
C 11.373 22.045 9.438 -1.55 -0.52 -1.35
C 10.434 21.543 8.513 0.65 0.82 0.47
C 10.139 20.069 8.329 -1.43 1.57 -1.35
C 11.080 19.158 8.801 -0.73 -2.09 1.77
N 10.760 17.867 9.011 -0.32 1.17 -2.31
C 9.600 17.367 8.437 1.95 0.09 1.60
C 8.633 18.152 7.887 -0.92 2.66 -0.21
C 7.331 17.588 7.682 -0.69 -2.66 0.28
C 7.097 16.202 7.812 1.05 2.29 -0.92
C 8.213 15.370 8.092 1.21 -0.54 0.37
C 8.209 13.962 7.984 1.08 -0.21 0.66
C 9.402 13.244 8.242 -1.71 -0.16 -0.68
C 10.550 13.881 8.714 -0.88 1.82 0.66
N 10.525 15.206 8.965 -0.95 -0.23 -1.57
C 9.446 15.969 8.509 -0.35 -2.30 0.29
C 9.363 11.807 7.978 2.08 -0.99 0.12
C 10.443 11.031 7.509 -0.69 2.07 0.50
C 10.091 9.733 7.153 -0.28 -0.05 0.31
C 8.799 9.506 7.470 -0.92 -0.71 0.65
S 7.957 10.850 8.261 1.26 -1.27 -1.56
C 8.929 19.577 7.780 1.59 -1.37 1.06
H 10.097 25.066 8.805 -0.04 0.65 -0.26
H 12.224 24.025 10.067 -1.34 -0.49 -0.06
H 11.908 21.319 10.016 0.59 0.20 0.39
H 12.010 19.467 9.253 0.09 0.03 -0.20
H 6.471 18.211 7.560 -0.16 0.50 -0.52
H 6.174 15.705 7.530 -0.12 0.45 0.31
H 7.318 13.369 7.715 0.46 0.68 -0.01
H 11.441 13.338 8.977 0.12 -0.03 0.19
H 11.452 11.408 7.439 0.01 0.30 -0.27
H 10.746 8.979 6.726 -0.15 0.22 0.11
H 8.423 8.502 7.381 -0.82 0.12 0.14
H 8.267 20.250 7.283 -0.62 0.30 0.05
N 13.268 16.444 9.611 -1.03 -0.54 0.97
C 14.626 16.158 9.618 0.77 -1.07 0.44
C 15.239 15.650 8.438 -0.92 0.80 0.50
C 16.596 15.526 8.376 0.65 -0.92 0.50
C 17.361 15.789 9.549 1.45 -0.37 -1.74
C 16.802 16.070 10.762 -1.83 -0.19 -0.58
C 15.398 16.166 10.809 -0.31 1.22 -0.35
H 14.583 15.382 7.623 0.07 0.15 -0.27
H 17.032 15.040 7.477 -0.04 0.78 0.77
H 18.456 15.743 9.440 -0.55 -0.07 0.20
H 17.367 16.216 11.653 0.36 0.00 0.41
H 14.927 16.419 11.755 -0.12 -0.03 -0.07
```
Forces are in eV/Å.

These are the Mulliken partial charges, in e, on atoms 1 to 2: 0.00, -1.61

=====

Density functional theory data (wB97M-V/def2-TZVPD) for C47H51I2N4O8P2S2SnTe as an isolated structure at a distorted geometry.

The orbital gap (spin up / spin down) comes out at 4.35 / 4.36 eV. The calculation puts the highest occupied orbital energy (spin up / spin down) at -0.133 / -0.133 Eh. As for the LUMO energy (spin up / spin down): 0.0271 / 0.0271 Eh. The total charge is -1.

Geometry as XYZ:
```
118
Properties=species:S:1:pos:R:3:forces:R:3
Sn 2.628 2.262 22.356 -1.17 -0.78 -0.69
I 2.103 2.249 25.190 -0.32 0.04 0.87
C -1.617 -0.503 25.292 -0.43 0.28 -0.26
I -1.139 -1.058 23.370 0.24 0.20 0.22
H -1.606 0.591 25.500 -0.02 -1.20 0.01
H -2.237 -1.252 25.805 0.40 0.76 0.00
C 7.491 -0.503 23.718 0.26 -1.57 -0.34
C 6.871 -0.292 25.050 0.01 -0.36 0.62
N 6.087 -1.168 25.624 0.30 0.75 -0.25
C 5.577 -0.668 26.798 0.73 1.14 -0.51
C 6.019 0.600 27.157 0.22 -0.85 -0.78
S 7.142 1.168 25.942 -0.92 -0.41 0.72
C 4.462 -1.304 27.488 0.50 1.58 0.90
C 4.143 -0.801 28.718 -0.65 -0.34 0.11
S 2.507 -1.172 29.124 0.84 -1.41 -1.01
C 2.502 -2.198 27.664 -0.88 -0.06 -1.21
N 3.529 -2.065 26.868 -0.76 -0.72 1.23
C 1.310 -3.065 27.251 0.50 0.95 0.74
H 6.730 -0.312 22.954 0.28 0.06 -0.08
H 7.756 -1.596 23.641 -0.31 1.11 -0.01
H 8.406 0.066 23.531 -0.31 0.16 0.11
H 5.651 1.179 27.999 0.32 0.07 -0.49
H 4.779 -0.209 29.347 -0.08 0.16 0.10
H 0.591 -2.460 26.707 -0.16 0.16 -0.08
H 1.610 -3.880 26.598 0.24 0.00 0.16
H 0.841 -3.424 28.163 -0.23 -0.32 -0.08
O 0.976 -1.297 20.636 -0.28 0.83 -0.81
C 1.594 -0.323 20.219 1.46 0.83 1.52
O 2.430 0.430 20.951 -2.04 -1.57 -2.58
C 1.455 0.078 18.703 0.67 0.18 0.46
C 2.525 0.686 18.028 0.33 -0.38 1.19
C 2.389 1.168 16.745 -0.46 0.04 1.10
C 1.167 1.184 16.120 0.07 -0.26 -1.54
C 0.144 0.523 16.751 -0.77 -0.81 1.17
C 0.263 -0.084 18.018 -0.30 0.24 0.46
N -1.194 0.498 16.145 -0.51 0.26 -0.55
O -2.050 -0.243 16.668 1.34 1.76 -1.65
O -1.316 1.268 15.169 -0.81 -1.75 1.61
N 3.487 1.860 16.137 2.55 0.10 -0.06
O 3.252 2.607 15.203 0.34 -0.39 0.51
O 4.639 1.640 16.602 -2.14 0.56 -0.95
H 3.457 0.795 18.579 -0.16 0.06 -0.20
H 1.125 1.582 15.093 -0.43 -0.11 0.86
H -0.570 -0.584 18.560 0.58 0.46 -0.81
C 6.307 -1.439 17.044 0.08 -0.48 -0.44
P 7.478 -1.100 18.346 1.12 0.33 -0.29
C 7.363 0.705 18.626 -0.13 -0.17 0.04
C 9.107 -1.167 17.489 -0.52 -1.35 -0.63
O 7.320 -1.995 19.514 0.14 0.13 0.34
H 5.499 -2.045 17.458 0.14 -0.15 -0.16
H 6.804 -1.912 16.176 -0.43 0.05 0.48
H 5.899 -0.497 16.745 -0.41 0.61 -0.47
H 7.677 1.243 17.677 -0.52 -0.49 1.24
H 8.045 0.931 19.480 -0.58 0.10 -0.65
H 6.298 0.905 18.899 0.91 0.22 -0.20
H 9.041 -0.514 16.619 0.07 0.08 -0.05
H 9.315 -2.206 17.107 -0.27 0.89 0.45
H 9.936 -0.864 18.101 0.26 0.20 0.44
Te 5.413 3.559 21.904 1.10 2.30 1.04
C 5.836 4.666 23.795 -0.46 -0.26 -0.16
C 4.841 4.890 24.779 1.57 0.28 0.05
C 5.212 5.570 25.969 -0.88 0.37 -0.66
C 6.500 6.032 26.198 -0.52 -0.81 -0.03
C 7.433 5.688 25.250 0.67 0.42 -0.21
C 7.144 5.121 24.035 -1.61 -0.40 -0.19
C 5.177 5.379 20.810 0.59 -0.28 -0.19
C 4.660 6.555 21.324 0.27 1.19 0.21
C 4.627 7.710 20.502 -0.19 -1.11 0.58
C 5.003 7.697 19.170 -0.06 -1.72 0.56
C 5.515 6.501 18.670 0.40 -0.82 0.38
C 5.641 5.367 19.495 -0.57 0.77 -0.54
H 3.816 4.581 24.645 0.01 -0.15 0.00
H 4.423 5.834 26.664 -0.02 -0.19 0.04
H 6.783 6.611 27.076 -0.17 -0.30 -0.08
H 8.464 5.862 25.386 1.05 0.73 0.42
H 7.901 5.166 23.280 0.30 -0.64 -0.35
H 4.369 6.657 22.390 0.10 -0.23 -0.87
H 4.263 8.613 20.929 -0.36 0.62 0.31
H 4.766 8.498 18.525 0.20 0.98 -0.50
H 5.891 6.393 17.659 -0.24 0.24 -0.08
H 6.026 4.452 19.069 0.21 -0.03 -0.05
C 1.378 -4.559 21.727 1.04 -0.30 0.54
P 2.889 -3.579 21.308 -1.09 1.97 0.63
C 4.196 -4.035 22.444 -0.44 -0.81 0.72
C 5.520 -3.756 22.168 1.37 0.52 0.19
C 6.566 -4.093 23.074 -0.98 0.76 -1.21
C 6.240 -4.788 24.218 0.67 -0.13 0.53
C 4.915 -5.054 24.496 -0.91 -0.05 -0.11
C 3.876 -4.619 23.669 -0.02 -0.69 0.29
C 3.279 -4.388 19.795 0.01 -1.33 -0.81
C 4.200 -5.426 19.787 0.52 -0.89 0.21
C 4.486 -6.117 18.627 -0.28 0.62 -0.65
C 3.964 -5.652 17.416 0.12 -1.31 -1.01
C 3.032 -4.629 17.396 -0.61 0.10 1.12
C 2.564 -4.099 18.630 1.44 0.70 -0.91
H 1.550 -5.648 21.798 -0.11 0.42 -0.03
H 0.679 -4.319 20.956 -0.47 0.02 -0.66
H 0.958 -4.159 22.635 -0.20 -0.01 0.51
H 5.730 -3.191 21.252 0.28 -0.30 0.27
H 7.581 -3.743 22.873 -0.28 -0.34 -0.05
H 7.015 -5.092 24.940 -0.40 0.14 -0.46
H 4.665 -5.662 25.344 -0.07 0.05 0.52
H 2.814 -4.799 23.951 0.99 0.04 -0.22
H 4.665 -5.760 20.725 -0.20 0.27 -0.47
H 5.105 -6.992 18.625 0.35 -0.23 0.12
H 4.198 -6.231 16.469 -0.15 1.02 1.16
H 2.658 -4.271 16.448 -0.29 -0.02 0.02
H 1.829 -3.295 18.686 0.00 -0.20 -0.24
C -0.609 3.596 23.137 -1.15 0.42 -0.72
O 0.337 4.390 22.394 -1.38 0.13 0.49
C 0.984 3.649 21.477 1.79 -1.49 -0.30
C 0.860 4.085 20.034 0.54 -1.17 0.72
H -0.888 4.199 23.993 0.01 -0.06 0.26
H -0.201 2.631 23.450 0.05 0.22 -0.07
H -1.552 3.416 22.521 1.15 0.16 0.53
H 0.732 5.163 20.040 -0.48 0.14 -0.60
H 0.076 3.442 19.562 0.06 1.00 0.04
H 1.786 3.815 19.497 -0.21 0.24 0.12
```
Forces are in eV/Å.

These are the Mulliken partial charges, in e, on atoms 1 to 2: 0.93, -0.54

=====

Values for energy relative to the best compared isomer or geometry (same formula, charge and spin), kJ/mol, ordered as above
7.8 0.0